# C19H61B2Br2N21O13P

A 11-piece molecular cluster, C19H61B2Br2N21O13P overall at a distorted geometry (ωB97M-V/def2-TZVPD, the Open Molecules 2025 dataset).

Geometry as XYZ:
```
119
Properties=species:S:1:pos:R:3:mulliken_charge:R:1
C -0.5475 4.0880 -3.1207 -0.980
C -0.2950 3.4271 -4.4826 -0.831
P -0.2556 1.5836 -4.5670 0.559
C -1.9364 0.9128 -4.9028 -0.017
C -1.8112 -0.1083 -6.0275 -0.677
C 0.2832 0.8349 -2.9732 -0.818
O -0.7697 0.9575 -2.0215 -0.956
B -0.1600 1.1047 -0.6790 2.127
B -0.9467 0.2268 0.5650 -0.171
N -0.9731 -1.2580 0.7175 -0.788
O -1.6410 0.9355 1.5189 -0.767
O 1.2731 0.7388 -0.9514 -0.817
C 1.4721 1.3979 -2.1855 0.634
C 2.9252 1.1658 -2.6212 -0.177
Br 3.1658 0.9946 -4.5623 -0.187
C 3.8190 2.3203 -2.1751 -0.124
C 5.2572 2.2503 -2.6267 -1.548
Br 3.8813 2.3999 -0.2034 -0.157
H -1.2596 3.5402 -2.5209 0.115
H 0.3637 4.2559 -2.5665 0.227
H -0.9701 5.0799 -3.2890 0.417
H -1.0889 3.7412 -5.1526 0.564
H 0.6311 3.7731 -4.9210 0.319
H -2.3156 0.3704 -4.0386 -0.464
H -2.6206 1.7165 -5.1615 0.618
H -1.6359 0.3976 -6.9715 0.358
H -0.9427 -0.7029 -5.7923 -0.212
H -2.6917 -0.7446 -6.0913 0.378
H 0.4401 -0.2186 -3.2163 0.150
H -0.1075 2.2966 -0.2569 -0.503
H -0.8643 -1.5849 -0.2419 0.162
H -0.0879 -1.5290 1.1434 0.359
H -1.7134 1.8524 1.2030 0.221
H 1.3727 2.4556 -1.9378 -0.170
H 3.3243 0.2656 -2.1787 0.621
H 3.3923 3.2654 -2.4759 0.349
H 5.7307 1.3508 -2.2486 0.303
H 5.8087 3.0786 -2.2089 0.558
H 5.3628 2.3016 -3.6988 0.315
C -0.5251 -3.3137 -4.5386 0.481
O 0.0496 -2.5490 -5.2978 -0.556
N -1.3450 -2.8713 -3.5444 -0.025
N -0.3929 -4.6765 -4.6337 -0.443
H -1.8251 -3.4842 -2.9129 0.137
H -1.4779 -1.8755 -3.4456 0.053
H 0.2046 -5.0303 -5.3554 0.230
H -0.8565 -5.3207 -4.0219 0.135
C -1.3881 -0.1047 5.6978 0.550
O -1.7780 -0.6943 6.7042 -0.782
N -0.2951 0.7059 5.6851 -0.096
N -2.0032 -0.2053 4.4898 -0.223
H 0.0019 1.1895 4.8598 0.110
H 0.2404 0.8233 6.5275 0.134
H -2.8175 -0.7841 4.4127 0.183
H -1.6730 0.2710 3.6641 0.192
C -3.7440 -1.0688 -1.5387 0.254
O -2.9455 -0.9870 -2.4523 -0.325
N -5.0956 -0.9096 -1.7345 -0.434
N -3.3660 -1.3297 -0.2544 -0.199
H -5.7741 -0.9771 -1.0006 0.141
H -5.4011 -0.7049 -2.6676 0.265
H -2.3800 -1.4364 -0.0677 0.141
H -4.0106 -1.4031 0.5090 0.136
C -5.1204 -5.4469 -2.2258 0.586
O -4.1812 -6.1316 -1.8624 -0.646
N -5.0388 -4.0907 -2.3526 -0.231
N -6.3402 -5.9923 -2.5401 -0.383
H -5.7962 -3.5089 -2.6524 0.190
H -4.1595 -3.6606 -2.1279 0.062
H -6.4312 -6.9867 -2.4574 0.224
H -7.1278 -5.4529 -2.8432 0.157
C 2.6167 2.8086 7.6968 0.578
O 1.8473 2.2111 6.9531 -0.734
N 3.9376 2.5077 7.7506 -0.339
N 2.1913 3.8310 8.5040 -0.412
H 4.5939 2.9901 8.3332 0.147
H 4.2540 1.7714 7.1287 0.332
H 1.2182 4.0698 8.4685 0.227
H 2.7982 4.3404 9.1161 0.156
C 3.9998 1.2631 4.2067 0.594
O 4.5279 1.1979 5.3100 -0.754
N 2.7271 1.7165 4.0632 -0.125
N 4.6398 0.8911 3.0600 -0.274
H 2.2541 1.7860 3.1802 0.177
H 2.2459 1.9832 4.9083 0.124
H 5.5785 0.5518 3.1464 0.197
H 4.2176 0.9398 2.1512 0.033
C 1.6669 0.1473 -8.2095 0.606
O 1.4651 1.2687 -7.7856 -0.569
N 1.6433 -0.9609 -7.4161 -0.142
N 1.9480 -0.0919 -9.5403 -0.445
H 1.8074 -1.8858 -7.7623 0.167
H 1.4443 -0.8374 -6.4353 0.055
H 1.9743 0.7014 -10.1508 0.219
H 2.1190 -1.0046 -9.9154 0.124
C -1.2523 -4.9261 7.3493 0.658
O -0.6915 -5.7413 8.0710 -0.692
N -1.1481 -3.5800 7.5435 -0.345
N -2.0383 -5.2989 6.2985 -0.341
H -1.6025 -2.8823 6.9699 0.153
H -0.5704 -3.2688 8.3019 0.227
H -2.1439 -6.2805 6.1292 0.196
H -2.5178 -4.6436 5.7103 0.184
C 6.4172 5.6665 -4.1564 0.636
O 6.8587 4.9616 -3.2691 -0.607
N 6.6668 7.0141 -4.2163 -0.411
N 5.6297 5.1711 -5.1585 -0.315
H 6.3082 7.6139 -4.9337 0.149
H 7.2360 7.4054 -3.4903 0.220
H 5.4175 4.1898 -5.1350 0.182
H 5.2468 5.7324 -5.8945 0.165
C -4.5340 -3.1051 9.1465 0.613
O -4.7076 -3.2038 7.9453 -0.615
N -5.5283 -2.6683 9.9891 -0.403
N -3.3537 -3.4213 9.7526 -0.324
H -5.4148 -2.5765 10.9797 0.149
H -6.4067 -2.4264 9.5724 0.218
H -2.6020 -3.7373 9.1576 0.206
H -3.2040 -3.3543 10.7405 0.150
```

Computed properties:
**Frontier orbital gap**: 5.852 eV
**E_tot**: -8428.23128 hartree
**HOMO energy**: -3.85 eV
**Molecular weight**: 1004.2 g mol⁻¹
**Charge**: -1

***

# C5H12NO2

A 2-piece molecular cluster, C5H12NO2 overall at a distorted geometry (ωB97M-V/def2-TZVPD, the Open Molecules 2025 dataset).

Geometry as XYZ:
```
20
Properties=species:S:1:pos:R:3:mulliken_charge:R:1
O 1.4851 -0.9664 2.0285 -0.424
C 1.2271 -0.4573 3.0603 -0.028
C -0.0682 0.4357 3.0918 -0.674
C -0.5194 0.8960 1.7550 -0.333
C 0.5209 0.6293 0.6936 -0.111
C 0.3294 0.0894 -0.5149 -0.443
N 1.5310 0.1099 -1.3544 -0.379
H 1.8176 -0.4224 3.8838 0.503
H -0.8604 -0.1503 3.5371 0.342
H 0.2603 1.2738 3.7501 0.335
H -1.2584 0.1152 1.3530 0.249
H -0.7425 1.9540 1.8696 0.302
H 1.5617 1.1688 0.8764 0.133
H -0.5749 -0.4605 -0.9736 0.319
H 1.4534 0.7785 -2.2078 0.372
H 1.7459 -0.9945 -1.5808 0.432
H 2.4813 0.3901 -0.9389 0.405
H -2.9491 -1.8490 -6.5281 0.327
H -4.1530 -1.1307 -6.0651 0.328
O -3.2878 -1.4097 -5.7357 -0.656
```

Computed properties:
**Frontier orbital gap**: 9.464 eV
**E_tot**: -402.59356 hartree
**HOMO energy**: -13.05 eV
**Molecular weight**: 118.2 g mol⁻¹
**Energy relative to the best compared isomer or geometry (same formula, charge and spin)**: 80.5 kcal/mol
**Charge**: +1